DFT (wB97M-V/def2-TZVPD) results for a single C9H8IN molecule.

* calculated total energy: -19051.9386 eV
* 2S+1: 1
* orbital gap: 8.639 eV
* structure (SMILES): C[C@](I)(C#N)c1ccccc1
* ΔE to the lowest compared entry with this formula, charge and spin: 0.0 kJ/mol

Structure (XYZ):
```
19
C9H8IN | the Open Molecules 2025 dataset | wB97M-V/def2-TZVPD
C 0.417 -0.823 0.920
H -1.226 -1.895 -1.755
H 0.106 -1.763 1.211
H -1.422 -2.207 -0.084
N -1.307 1.029 -3.179
C -0.100 0.159 0.037
H 3.312 0.783 1.871
C -1.733 -1.560 -0.871
C -1.297 0.546 -2.135
H 2.138 2.606 0.388
H -2.868 -1.555 -0.883
I -3.050 0.819 0.378
H 2.034 -1.265 2.200
C 0.569 1.430 -0.093
C 1.773 1.675 0.595
C 1.582 -0.584 1.539
C 2.275 0.603 1.365
C -1.344 -0.082 -0.728
H 0.141 2.084 -0.777
```



DFT (wB97M-V/def2-TZVPD) results for a molecular structure, C56H32Cl5N6Pb.

* calculated total energy: -135385.5497 eV
* 2S+1: 1
* orbital gap (alpha / beta): 5.196 / 5.194 eV
* total charge: +1
* ΔE to the lowest compared entry with this formula, charge and spin: 64.7 kJ/mol

Structure (XYZ):
```
100
C56H32Cl5N6Pb | the Open Molecules 2025 dataset | wB97M-V/def2-TZVPD
C -0.905 4.913 -1.255
Cl 0.832 -3.113 -6.156
C -1.144 7.459 -2.362
H 0.349 -4.428 3.214
H -5.916 -0.310 -1.365
N 0.573 2.048 0.723
C -2.839 -3.228 1.063
C 0.289 3.244 0.121
H -3.287 -2.454 4.298
C -2.859 -4.277 5.348
C 4.275 -0.207 2.901
C 6.534 0.605 2.803
H 5.179 1.511 -1.540
C -3.381 -2.794 -0.106
H 3.614 -1.038 3.087
H 0.630 4.595 -2.720
Cl 0.654 -4.820 -3.556
C -6.461 -1.314 -3.186
H -2.182 -6.112 6.226
H -4.278 1.527 -2.961
C 3.149 -1.366 -0.097
C 0.429 -0.959 -4.590
C -1.148 -2.253 2.665
C 0.237 -0.345 -3.351
Pb -0.077 -0.001 -0.099
H 0.411 6.847 -3.706
C 1.551 -0.359 4.077
H 1.258 5.249 0.254
Cl 0.216 -3.392 -0.801
C -2.833 0.722 -1.455
C -1.833 5.816 -0.747
C -4.651 -2.271 -4.438
C -6.006 -2.014 -4.293
C 1.446 0.165 2.744
N -1.881 -1.212 0.584
C -2.821 2.887 -2.053
C -1.945 7.085 -1.292
H -1.236 8.447 -2.792
H -0.136 -6.218 4.843
C 2.177 3.561 1.305
H 6.335 -0.622 -0.946
C -0.089 5.299 -2.316
C 5.127 -2.790 0.087
C -1.893 -2.234 1.482
C 0.483 -3.117 -3.483
H -3.751 -4.223 5.958
C -3.752 -1.829 -3.480
C 3.264 0.777 -0.906
H 7.592 0.459 2.973
C -0.802 3.533 -0.702
N 0.386 -0.396 2.124
C -2.793 -1.515 -0.388
C -1.977 -5.336 5.501
C 1.750 2.194 1.413
C -4.204 -1.114 -2.374
N 2.548 -0.222 -0.391
H -7.519 -1.118 -3.066
C 4.517 -1.551 -0.281
C -0.216 6.563 -2.871
C 2.313 1.158 2.183
H 2.722 1.688 -1.135
C -0.549 -4.385 3.818
H 2.978 4.026 1.852
C -0.825 -5.392 4.730
H -2.690 -2.024 -3.590
C 0.153 -1.105 -2.207
C 3.759 1.017 2.425
C -2.599 -3.282 4.419
H 6.757 2.562 1.960
H -3.006 3.845 -2.509
C 5.270 -0.501 -0.802
H 2.247 -0.020 4.825
C 0.280 -2.473 -2.261
C -3.215 -0.622 -1.377
H 5.974 -1.344 3.507
C 4.626 0.679 -1.129
H -2.661 7.785 -0.882
C -3.457 1.713 -2.289
C 6.061 1.783 2.242
H -6.705 -2.357 -5.044
C -1.776 2.617 -1.101
N 5.610 -3.785 0.399
H 4.394 2.910 1.598
H 2.532 -2.167 0.294
C -5.564 -0.859 -2.231
H -4.131 -3.275 -0.711
C 0.556 -2.349 -4.648
C 5.629 -0.398 3.111
H -3.052 -4.139 1.599
H 0.321 -1.865 5.090
C 1.274 4.206 0.521
C 0.563 -1.283 4.218
N -1.833 1.307 -0.732
Cl 0.529 -0.017 -6.019
C 4.708 1.985 2.050
C -1.439 -3.326 3.651
H -4.291 -2.816 -5.301
Cl 0.146 1.375 -3.247
H -2.459 5.522 0.087
C -0.138 -1.347 2.971
```



DFT (wB97M-V/def2-TZVPD) results for a molecular structure, C34H44CsN5OPSe2.

* calculated total energy: -185999.9362 eV
* 2S+1: 1
* orbital gap: 4.541 eV
* total charge: -1
* ΔE to the lowest compared entry with this formula, charge and spin: 0.0 kJ/mol

Structure (XYZ):
```
88
C34H44CsN5OPSe2 | the Open Molecules 2025 dataset | wB97M-V/def2-TZVPD
H 2.495 -1.434 3.600
C 1.175 0.296 3.740
H -1.291 4.372 -2.278
C 0.313 -1.156 -5.100
C -3.473 -3.162 -1.213
C 2.435 2.436 2.983
C 0.053 8.469 -0.787
H 4.408 1.786 2.412
N 3.696 0.298 5.307
H 3.641 -1.902 -1.600
C 0.199 0.021 -5.834
H -1.850 -4.542 -1.399
H 4.051 1.849 -1.228
O 4.088 0.321 0.882
H -0.170 2.135 -5.639
H -0.408 2.027 -3.176
H 0.379 4.634 1.669
C 3.713 0.337 3.753
C -3.618 -3.445 1.575
C 3.642 0.855 -1.420
C -3.337 -4.854 -2.924
C -2.979 -4.583 2.055
N 2.102 2.330 1.570
H -6.557 -3.759 3.235
H 4.341 2.377 4.089
H 0.120 0.993 -7.753
N 0.168 -0.009 2.749
C -0.679 6.282 -1.638
H 3.624 -0.665 5.632
C 2.472 -0.382 3.290
P -2.807 -2.375 0.314
H 1.400 -0.211 -7.596
H 2.633 1.549 1.152
N -0.087 0.002 -3.050
C -2.802 -4.225 -1.809
N 0.197 9.605 -0.922
C 3.806 1.799 3.322
C -5.554 -3.995 2.901
H -6.153 -3.013 -3.283
C -4.915 -5.134 3.373
H 0.153 -0.981 2.454
H 2.458 -1.407 -0.373
H -5.418 -5.789 4.073
H -5.388 -2.250 1.651
H 2.550 0.909 -1.330
H 3.869 0.579 -2.455
C 0.063 5.066 0.717
H 3.947 -2.226 0.119
H 4.610 -0.209 3.468
C -4.681 -2.731 -1.752
H 5.285 -0.288 -0.675
C -0.485 4.216 -0.270
Se -3.589 -0.379 0.475
C 1.341 1.825 3.870
H 2.355 3.175 1.073
C 0.163 -1.118 -3.724
H -0.971 6.758 -2.568
H 4.530 0.733 5.696
C -0.844 4.916 -1.444
C 0.369 0.022 -7.327
H -0.772 0.237 3.035
C -4.545 -4.425 -3.455
Cs -0.539 1.046 -0.043
H 2.875 0.811 5.634
H 0.893 -0.093 4.740
C -0.201 1.127 -3.749
C 4.214 -0.142 -0.403
H -1.968 -4.792 1.726
H 0.667 7.032 1.379
H -3.118 -6.307 3.320
C -5.215 -3.361 -2.867
H -4.960 -4.912 -4.329
H -0.269 -0.731 -7.792
H 0.243 -2.020 -3.127
Se -0.673 -2.687 0.376
C -3.625 -5.424 2.950
H 0.515 -2.099 -5.593
H 2.483 3.497 3.243
H 2.583 -0.366 2.193
C -4.908 -3.153 2.008
C -0.128 7.058 -0.616
H -5.183 -1.883 -1.301
C -0.067 1.186 -5.128
H -2.803 -5.677 -3.384
H 0.386 2.301 3.640
C 0.243 6.435 0.577
H 1.555 2.098 4.919
C 3.529 -1.503 -0.586
```



DFT (wB97M-V/def2-TZVPD) results for a single C15H15N3O2 molecule.

* calculated total energy: -24363.4516 eV
* 2S+1: 1
* orbital gap: 9.153 eV
* structure (SMILES): Cc1nc(OCc2c(C)noc2C)c2ccccc2n1
* ΔE to the lowest compared entry with this formula, charge and spin: 112.5 kJ/mol

Structure (XYZ):
```
35
C15H15N3O2 | the Open Molecules 2025 dataset | wB97M-V/def2-TZVPD
C 0.691 0.248 0.595
C 4.185 -0.253 -0.630
H -2.028 2.668 -0.916
H -3.952 0.439 2.144
C 3.020 -0.503 0.046
N -0.272 1.124 0.465
C -1.814 -2.418 0.013
C 3.284 1.793 -1.537
H -0.762 -4.069 0.824
C 1.952 0.400 -0.058
H -0.626 -1.853 2.637
H 3.367 2.682 -2.142
H -1.081 -4.165 -0.920
H -2.717 1.362 1.272
H 5.242 1.074 -1.944
H -1.474 3.526 0.521
H -1.044 -0.113 2.503
C -0.045 2.197 -0.326
C -2.935 -0.621 0.610
H 2.903 -1.382 0.662
C 4.314 0.898 -1.421
C 2.075 1.563 -0.856
H 0.176 -3.076 -0.291
H -4.280 1.000 0.498
N 1.056 2.445 -0.973
N -2.868 -2.351 -0.754
O -3.570 -1.247 -0.390
C -1.174 3.165 -0.460
H -0.861 3.998 -1.081
C -1.803 -1.325 0.928
C -3.510 0.625 1.166
C -0.763 -1.014 1.948
H 5.013 -0.942 -0.558
O 0.523 -0.832 1.359
C -0.809 -3.502 -0.105
```



DFT (wB97M-V/def2-TZVPD) results for a gas-phase ion, C7H10N3O (charge -1).

* calculated total energy: -13935.6127 eV
* 2S+1: 1
* orbital gap: 6.064 eV
* total charge: -1

Structure (XYZ):
```
21
C7H10N3O | the Open Molecules 2025 dataset | wB97M-V/def2-TZVPD
C -0.137 1.400 -0.021
C 1.015 -0.717 -0.437
H -0.108 -2.922 -0.005
N -2.244 -0.685 -0.814
H 2.382 3.397 0.411
H -4.118 -1.133 -0.456
C -2.400 0.305 0.003
C 1.949 2.507 -0.058
H 2.056 2.616 -1.150
H 0.822 -2.955 1.510
C 0.429 0.324 -0.917
C -1.473 1.280 0.369
O -3.389 -1.507 -0.985
H 2.549 1.634 0.239
N 1.601 -1.663 0.090
H 0.359 0.506 -1.977
H -3.399 0.431 0.478
H 1.488 -3.728 0.063
H -1.837 2.058 1.029
N 0.580 2.416 0.354
C 0.898 -2.881 0.423
```



DFT (wB97M-V/def2-TZVPD) results for a single C16H22N2O3S molecule.

* calculated total energy: -36908.2645 eV
* 2S+1: 1
* orbital gap: 8.492 eV
* structure (SMILES): O=C(CSc1ncccc1C(=O)O)NC1CCCCCCC1
* ΔE to the lowest compared entry with this formula, charge and spin: 52.4 kJ/mol

Structure (XYZ):
```
44
C16H22N2O3S | the Open Molecules 2025 dataset | wB97M-V/def2-TZVPD
C 0.369 -2.137 0.624
C -3.566 -0.101 1.296
C 2.857 1.429 1.871
H -0.051 0.259 -1.419
H -1.728 0.731 -2.995
H 6.698 0.077 -2.312
C 4.671 1.698 0.365
H -1.056 -1.179 -1.582
H -3.928 0.208 -2.949
C -4.465 0.774 -0.974
H 2.194 1.788 2.647
H -3.305 0.290 2.284
H -2.083 1.701 -1.580
H 0.763 -0.262 1.233
N 0.031 -0.857 0.858
C -3.925 1.096 0.418
N 2.612 0.201 1.453
H 1.955 -2.022 2.119
C -1.041 -0.156 -1.202
H -3.063 1.757 0.330
C -1.176 -0.227 0.328
H -1.183 0.785 0.746
C 5.228 -0.218 -1.148
C 4.430 0.406 -0.089
C 1.757 -2.484 1.155
C 3.376 -0.330 0.499
S 3.072 -1.960 -0.011
H -4.701 1.662 0.943
H -4.451 -0.729 1.420
C -3.496 0.099 -1.951
H 4.036 3.220 1.748
H 1.857 -3.566 1.210
O -0.332 -2.959 0.074
H 5.474 2.269 -0.074
C -2.418 -0.991 0.811
C 3.877 2.224 1.370
H -5.350 0.142 -0.875
H -2.753 -1.667 0.029
C -2.075 0.678 -1.960
H -3.444 -0.970 -1.753
H -4.790 1.720 -1.417
H -2.119 -1.622 1.651
O 6.217 0.555 -1.619
O 5.024 -1.333 -1.570
```



DFT (wB97M-V/def2-TZVPD) results for a molecular structure, C10H23AgAs2F12O6.

* calculated total energy: -181312.7420 eV
* expectation value of S²: 2.006
* 2S+1: 3
* orbital gap (alpha / beta): 10.876 / 6.706 eV

Structure (XYZ):
```
54
C10H23AgAs2F12O6 | the Open Molecules 2025 dataset | wB97M-V/def2-TZVPD
C -1.607 0.606 -27.468
F -1.916 1.362 -33.005
F 0.419 3.081 -35.358
F -3.656 -0.143 -30.041
Ag -2.350 1.326 -30.862
F -3.217 -2.592 -29.916
H -5.601 1.389 -33.401
F -3.942 -1.347 -27.808
H -0.508 4.928 -29.368
H -5.684 3.106 -31.011
C 0.977 6.356 -29.627
F -0.714 3.534 -33.044
H 2.264 1.599 -29.284
H -4.118 4.120 -28.480
O -3.068 3.299 -30.108
H -2.943 4.472 -31.665
C -3.789 4.076 -31.104
O -4.301 1.982 -31.847
H 1.044 6.071 -28.577
H -4.229 4.981 -30.685
C -3.793 3.148 -28.851
C -5.074 0.993 -32.533
O -0.332 2.418 -30.477
H -1.085 -0.270 -27.853
H 0.519 7.309 -29.890
C 1.859 1.751 -30.285
C 0.228 5.153 -30.140
C 0.800 2.819 -30.284
H -0.759 -0.354 -32.062
H -4.672 2.521 -29.004
F 0.569 1.394 -33.359
H -2.349 0.414 -26.693
O -2.227 1.434 -28.449
H 1.987 6.435 -30.030
F -5.331 -1.803 -31.189
F -1.007 0.842 -35.430
F -6.059 -0.564 -29.096
F -2.158 3.099 -34.926
H -3.603 2.024 -27.140
C -4.871 3.269 -31.719
H -2.263 3.230 -27.337
H -4.379 0.263 -32.950
H -0.887 1.228 -26.936
As -4.679 -1.570 -29.481
O -1.210 -0.550 -31.217
H -5.746 0.579 -31.781
H 2.601 2.168 -30.965
O 1.206 4.143 -30.317
H 1.329 0.864 -30.633
As -0.790 2.202 -34.227
H -0.351 5.292 -31.053
H -5.335 3.677 -32.617
F -5.508 -3.104 -28.982
C -2.910 2.504 -27.830
```



DFT (wB97M-V/def2-TZVPD) results for 2 unconnected molecules or ions with the total composition C39H48ClN4O2S2.

* calculated total energy: -85463.5005 eV
* 2S+1: 1
* orbital gap: 6.965 eV
* total charge: +1

Structure (XYZ):
```
96
C39H48ClN4O2S2 | the Open Molecules 2025 dataset | wB97M-V/def2-TZVPD
C -7.812 3.727 3.041
C 2.613 -3.428 -0.345
C 1.719 -2.237 1.634
H 10.777 -1.265 -1.888
N -4.542 1.439 4.016
H -2.624 -0.063 0.843
H -5.878 4.169 2.305
C 0.508 -2.481 2.265
C 5.745 -0.080 -3.722
H 2.392 -6.401 -1.954
O -4.696 -0.204 -1.094
C 1.477 -1.972 4.404
C -6.793 3.622 2.111
C -4.654 1.754 0.268
H 11.589 0.401 -0.207
H -3.021 -1.463 -0.116
S 2.756 0.062 -0.238
H -1.170 3.591 0.471
H -3.040 3.825 -0.738
C 0.381 -2.349 3.641
N 8.824 -0.555 -1.957
C 3.994 -3.270 -0.336
H -1.354 1.866 0.558
H -10.115 1.846 1.463
H -8.904 0.466 -0.254
C -9.171 2.345 1.648
C 8.093 0.022 -2.903
H -9.832 3.167 3.516
H 10.216 -0.491 0.441
H -2.265 2.962 -2.042
H 6.001 -0.321 -4.751
C -5.778 2.792 -0.038
H -0.114 1.845 -1.766
H -2.983 0.193 -2.198
C -8.474 1.426 -0.536
H 10.597 0.380 -2.481
H -5.301 3.774 -0.099
H -0.355 -2.790 1.691
C 8.027 -1.437 -1.264
C 10.523 0.217 -0.328
C -1.299 2.696 -0.142
C -3.659 1.801 -0.925
H 9.989 1.152 -0.162
H 0.810 2.263 -0.336
C -3.334 0.322 -1.176
N 6.855 -0.456 -2.839
C -8.153 2.230 0.702
H 5.866 -4.116 -0.922
H 4.437 -2.375 0.081
H 4.865 -6.143 -1.939
C -5.271 0.369 0.005
Cl 0.411 4.124 -1.723
H 3.549 -1.468 4.378
H 8.445 0.756 -3.608
H -6.194 2.576 -1.021
H -0.893 -0.069 -2.508
H -4.237 3.012 1.949
H -7.619 1.220 -1.170
C -9.018 3.081 2.810
H 8.420 -2.020 -0.451
N 1.726 -2.409 0.189
C -1.038 -0.742 -0.435
C -4.545 1.101 2.798
H 4.863 -0.639 -3.427
H -0.426 0.034 0.026
H -2.971 1.865 1.640
C 1.850 -1.235 -0.593
H 5.869 -1.879 -1.591
C -6.928 2.868 0.944
H -7.664 4.313 3.937
H -1.293 -1.777 -2.281
O -6.155 -0.173 0.603
C -0.697 -0.948 -1.899
H -4.885 0.094 2.572
H 0.971 -4.646 -0.945
C 4.239 -5.387 -1.486
C 2.048 -4.553 -0.926
C -2.572 2.875 -0.997
H 3.781 -1.695 1.949
C -2.533 -0.487 -0.156
H -4.313 2.025 -1.772
C 6.790 -1.371 -1.815
C -4.053 1.976 1.665
C 2.697 -1.758 3.778
S 1.066 -1.353 -2.208
C 2.858 -5.540 -1.495
C 2.824 -1.892 2.405
H -9.230 1.959 -1.116
C 4.789 -4.246 -0.913
H -0.572 -2.531 4.120
H -4.216 2.403 4.121
C -0.025 2.572 -0.960
C 10.258 -0.322 -1.722
H 5.545 0.984 -3.627
H -0.778 -1.666 0.076
H 1.394 -1.858 5.476
```



DFT (wB97M-V/def2-TZVPD) results for 2 unconnected molecules or ions with the total composition C6H12O.

* calculated total energy: -8461.9710 eV
* 2S+1: 1
* orbital gap: 9.553 eV
* structure (SMILES): C=C/C(C)=C/C.O
* ΔE to the lowest compared entry with this formula, charge and spin: 229.9 kJ/mol

Structure (XYZ):
```
19
C6H12O | the Open Molecules 2025 dataset | wB97M-V/def2-TZVPD
H 1.219 -0.272 -2.043
C 0.052 2.276 1.070
H -0.883 -0.748 0.376
H 0.182 3.194 2.822
H -0.763 -0.228 -1.201
H 1.608 -1.208 -0.828
H -0.446 3.129 0.638
O -2.714 -4.838 -0.679
H -2.627 -5.381 -1.465
H 2.275 1.656 -0.090
H 2.979 -0.253 -1.360
C 1.419 0.961 -0.327
H -2.827 -3.908 -0.877
C 1.866 -0.187 -1.144
C -0.950 0.202 -0.197
H -1.850 0.783 -0.171
H 0.815 1.474 2.960
C 0.444 2.242 2.341
C 0.200 1.105 0.173
```



DFT (wB97M-V/def2-TZVPD) results for 2 unconnected molecules or ions with the total composition C2H7N3O2.

* calculated total energy: -10747.1103 eV
* 2S+1: 1
* orbital gap (alpha / beta): 6.634 / 9.085 eV
* ΔE to the lowest compared entry with this formula, charge and spin: 672.1 kJ/mol

Structure (XYZ):
```
14
C2H7N3O2 | the Open Molecules 2025 dataset | wB97M-V/def2-TZVPD
N 1.862 -0.921 0.347
H 1.239 -0.324 2.211
O -0.509 1.094 0.561
H -2.853 1.609 -0.445
C -0.949 0.079 0.035
H -2.070 -0.746 -1.402
H 0.995 0.649 1.133
H 3.162 0.467 -0.606
N 1.726 -0.026 1.332
H 2.831 -1.056 -1.324
H -2.679 -1.008 0.238
N 2.473 -0.318 -0.709
C -2.174 -0.284 -0.507
O -3.056 0.786 -0.863
```